Entry A
The molecule C3H4N2S. Source: the OMol25 dataset; level of theory: ωB97M-V/def2-TZVPD.

CARTESIAN COORDINATES (ANGSTROEM)
1 C 2.78 -0.21 0.04
2 C -0.48 0.35 -0.01
3 C -1.55 -0.66 0.02
4 N 3.84 0.27 0.10
5 N -0.44 1.55 -0.06
6 S 1.21 -0.80 0.10
7 H -2.39 -0.23 0.64
8 H -1.38 -1.73 0.39
9 H -1.76 -0.83 -0.96
10 H 0.16 2.30 -0.26

Output
Kohn-Sham gap in eV: 9.67
SMILES: [H]/N=C(/C)SC#N
Multiplicity: 1
Highest occupied orbital energy in eV: -9.46

***

Entry B
A structure of composition C3H4N2S. Source: the OMol25 dataset; level of theory: ωB97M-V/def2-TZVPD.

CARTESIAN COORDINATES (ANGSTROEM)
1 C -2.57 0.75 0.04
2 C 1.10 -0.48 -0.05
3 C 2.49 0.05 0.02
4 H -3.52 0.07 -0.64
5 H -3.23 1.08 1.16
6 H -2.00 1.61 -0.63
7 H 0.94 -1.53 0.20
8 N 0.00 0.25 -0.11
9 N 3.56 0.44 0.05
10 S -1.45 -0.50 0.02

Output
Kohn-Sham gap in eV: 8.59
Multiplicity: 1
Highest occupied orbital energy in eV: -8.92

***

Result of the stability comparison: entry A is the most stable of them.

***

Entry A
The molecule C3H4N2S. Source: the OMol25 dataset; level of theory: ωB97M-V/def2-TZVPD.

CARTESIAN COORDINATES (ANGSTROEM)
1 C 0.68 -0.06 0.02
2 C -0.13 1.07 0.00
3 C -1.50 -0.57 -0.02
4 H 2.64 1.31 -0.12
5 H 0.04 2.02 0.10
6 H -2.28 -1.29 -0.28
7 H -0.07 -2.10 0.37
8 N -1.58 0.80 0.00
9 N -0.26 -1.07 -0.04
10 S 2.47 -0.11 -0.02

Output
Kohn-Sham gap in eV: 8.83
SMILES: Sc1cnc[nH]1
Multiplicity: 1
Highest occupied orbital energy in eV: -8.31

***

Entry B
The molecule C3H4N2S. Source: the OMol25 dataset; level of theory: ωB97M-V/def2-TZVPD.

CARTESIAN COORDINATES (ANGSTROEM)
1 C 2.34 0.01 0.18
2 C -0.85 -0.35 -0.10
3 C -2.11 0.36 -0.10
4 H 3.27 -0.59 0.18
5 H 2.27 1.06 0.44
6 H -0.84 -1.43 0.07
7 H -1.99 1.43 -0.24
8 N 1.32 -0.59 -0.23
9 N 0.22 0.33 -0.24
10 S -3.62 -0.23 0.02

Output
Kohn-Sham gap in eV: 7.84
SMILES: C=N/N=C/C=S
Multiplicity: 1
Highest occupied orbital energy in eV: -9.13

***

Result of the stability comparison: entry A is the most stable of them.